This record from OMol25 describes a structure of composition C13H20B4MgN2O6. The level of theory is ωB97M-V/def2-TZVPD.

Output
- Charge: +2
- HOMO-LUMO gap: 0.062 Eh
- E: -37208.6050 eV
- HOMO energy: -12.89 eV

Geometry as XYZ:
```
46
C13H20B4MgN2O6, DFT ωB97M-V/def2-TZVPD
C -1.84836 -4.20777 -1.65880
N -2.01769 -3.01466 -0.84875
C -2.98933 -2.12444 -1.54424
B -0.66453 -2.35434 -0.80401
O 0.01198 -1.95084 -1.94728
B 0.10573 -2.06703 0.69008
O 1.39597 -2.57656 0.83288
B 2.14939 -1.53784 1.43102
C 3.50277 -1.10545 0.73097
C 3.29613 -0.77821 -0.75166
O 2.37366 -0.10295 -1.15683
O 1.71036 -0.91200 2.58324
B 0.32740 -0.73033 2.61212
C -0.26926 0.14902 3.78796
C -0.30245 1.69309 3.49515
C 0.07136 2.06302 2.06765
O 1.19322 2.16386 1.64312
N -1.05247 2.36286 1.14587
C -0.55021 2.99342 -0.01142
C -0.14471 4.34062 -0.03264
C 0.37320 4.89420 -1.17633
C 0.50244 4.11288 -2.34526
C 0.06441 2.76853 -2.33233
C -0.45641 2.20677 -1.19649
O -0.53753 -1.32509 1.66705
H -1.00595 -4.78153 -1.19122
H -1.54993 -3.88094 -2.73096
H -2.77986 -4.79604 -1.68761
H -2.95510 -1.09877 -1.15056
H -2.72709 -2.05766 -2.62656
H -4.01196 -2.52333 -1.46397
H -0.57178 -2.01101 -2.72393
H 4.28466 -1.88428 0.79536
H 3.91527 -0.19544 1.20615
H 4.02227 -1.18818 -1.49298
H 0.40704 0.00734 4.64905
H -1.23757 -0.27470 4.09368
H 0.29394 2.23246 4.24320
H -1.33916 2.03658 3.65279
H -1.54031 1.50405 0.89976
H -0.22163 4.97180 0.85610
H 0.72267 5.92705 -1.21827
H 0.90814 4.49382 -3.28252
H 0.16644 2.16677 -3.23873
H -0.79894 1.16837 -1.16239
Mg -0.22620 -4.77712 -3.30747
```

Atom charges from the Löwdin analysis, given in e for atoms 1 to 8: number 1, C, carries -0.166; number 2, N, carries -0.076; number 3, C, carries -0.020; number 4, B, carries -0.373; number 5, O, carries 0.143; number 6, B, carries -0.385; number 7, O, carries 0.282; number 8, B, carries -0.483